{"formula": "C40H37CoO2PSi", "method": "ωB97M-V/def2-TZVPD", "e_above_lowest_ev": 0.1221, "multiplicity": 2, "max_force_ev_per_a": 0.25, "elements": ["O", "C", "H", "H", "H", "C", "H", "C", "C", "H", "C", "H", "C", "H", "C", "C", "H", "C", "C", "H", "H", "H", "C", "C", "H", "H", "H", "C", "H", "C", "Si", "H", "H", "C", "H", "H", "C", "C", "H", "Co", "C", "C", "H", "C", "H", "C", "H", "C", "C", "C", "C", "C", "H", "H", "C", "C", "H", "H", "C", "H", "H", "C", "C", "H", "P", "H", "H", "C", "H", "H", "C", "C", "O", "C", "C", "C", "H", "H", "C", "H", "C", "C"], "coordinates": [[1.648, 1.332, -1.233], [3.516, 0.229, -0.186], [3.983, 3.663, 2.747], [0.667, -1.423, -4.949], [4.340, 2.974, 1.159], [-2.267, -0.049, -2.807], [-1.662, -4.947, 1.451], [-0.420, -3.334, 0.783], [3.444, -1.816, 1.098], [-0.559, -3.568, -0.263], [2.783, -0.841, 0.352], [4.064, 1.910, 2.547], [1.828, -3.866, -2.911], [6.601, -0.608, 0.965], [-5.288, 2.072, 1.634], [2.922, 1.351, -1.048], [1.092, -1.079, 2.805], [-1.050, -4.106, 1.751], [4.809, -1.732, 1.331], [-3.045, 2.491, -1.467], [1.783, 1.455, 3.331], [-4.898, 4.043, -1.086], [0.368, -2.249, 1.154], [0.497, -1.937, 2.508], [-2.481, -0.086, -4.940], [-1.902, 1.251, 2.758], [2.469, 4.124, 0.067], [-2.535, -0.660, -4.023], [0.436, 3.992, -1.710], [1.457, -3.222, -4.085], [-1.970, 0.094, 0.045], [-1.986, 1.000, -2.803], [-4.076, 0.377, 2.113], [5.534, -0.677, 0.798], [-3.054, -2.494, -5.013], [5.302, -2.497, 1.918], [-0.127, -2.709, 3.472], [1.672, -3.227, -1.693], [1.981, -3.729, -0.784], [0.180, 0.948, -0.003], [-3.397, 1.318, 0.305], [-0.928, 1.396, 3.219], [-1.523, 2.916, 1.036], [1.396, 2.048, 2.508], [1.579, -3.721, -5.038], [-2.857, -2.010, -4.064], [-2.243, -0.943, 1.085], [0.786, -1.293, -2.817], [-0.903, -3.798, 3.094], [-4.713, 3.246, -0.377], [-5.527, 3.105, 0.740], [-2.334, -0.758, -1.603], [-2.764, -2.681, -0.750], [2.247, -4.864, -2.945], [3.753, 2.839, 2.067], [-0.454, 2.826, 1.185], [-1.073, 2.014, 4.108], [-0.014, -2.461, 4.520], [-2.925, -2.735, -2.884], [-3.182, -3.787, -2.909], [-5.925, 1.949, 2.502], [1.127, -1.943, -1.638], [-3.665, 2.362, -0.586], [2.892, -2.654, 1.503], [1.006, -1.055, -0.057], [5.427, 1.113, -0.398], [-1.397, -4.399, 3.846], [1.783, 3.571, 0.699], [0.415, -0.279, -2.782], [-1.148, 4.217, -0.937], [4.886, 0.286, 0.042], [0.945, -1.935, -4.037], [3.684, 2.175, -1.526], [-2.679, -2.109, -1.668], [-0.073, 4.335, -0.807], [2.284, 2.821, 1.748], [-6.346, 3.793, 0.907], [0.143, 5.398, -0.687], [0.423, 3.557, 0.379], [-0.552, 0.425, 3.543], [-4.238, 1.190, 1.413], [0.029, 2.074, 2.278]], "forces_ev_per_a": [[0.1, 0.1, 0.0], [-0.1, 0.0, 0.1], [0.0, 0.0, 0.0], [0.0, 0.0, 0.0], [0.0, 0.0, 0.0], [0.0, 0.0, 0.0], [0.0, 0.0, 0.0], [0.1, 0.0, 0.0], [0.0, 0.0, 0.0], [0.0, 0.0, 0.0], [0.0, 0.0, -0.1], [0.0, 0.0, 0.0], [0.0, 0.0, 0.0], [0.0, 0.0, 0.0], [0.0, 0.0, 0.0], [0.1, -0.2, -0.1], [0.0, 0.0, 0.0], [0.0, 0.0, 0.0], [0.0, 0.0, 0.0], [0.0, 0.0, 0.0], [0.0, 0.0, 0.0], [0.0, 0.0, 0.0], [-0.1, 0.0, 0.0], [0.0, 0.0, 0.0], [0.0, 0.0, 0.0], [0.0, 0.0, 0.0], [0.0, 0.0, 0.0], [0.0, 0.0, 0.0], [0.0, 0.0, 0.0], [0.0, 0.0, 0.0], [0.0, 0.0, 0.0], [0.0, 0.0, 0.0], [0.0, 0.0, 0.0], [0.0, 0.0, 0.0], [0.0, 0.0, 0.0], [0.0, 0.0, 0.0], [0.0, 0.0, 0.0], [0.0, 0.0, 0.0], [0.0, 0.0, 0.0], [-0.2, -0.1, 0.0], [0.0, 0.0, 0.0], [0.0, 0.0, 0.0], [0.0, 0.0, 0.0], [0.0, 0.0, 0.0], [0.0, 0.0, 0.0], [0.0, 0.0, 0.0], [0.0, 0.0, 0.0], [0.0, 0.0, 0.0], [0.0, 0.0, 0.0], [0.0, 0.0, 0.0], [0.0, 0.0, 0.0], [0.0, 0.0, 0.0], [0.0, 0.0, 0.0], [0.0, 0.0, 0.0], [0.0, 0.0, 0.0], [0.0, 0.0, 0.0], [0.0, 0.0, 0.0], [0.0, 0.0, 0.0], [0.0, 0.0, 0.0], [0.0, 0.0, 0.0], [0.0, 0.0, 0.0], [0.0, 0.0, 0.0], [0.1, 0.0, 0.0], [0.0, 0.0, 0.0], [0.1, 0.1, 0.0], [0.0, 0.0, 0.0], [0.0, 0.0, 0.0], [0.0, 0.0, 0.0], [0.0, 0.0, 0.0], [0.0, 0.0, 0.0], [0.0, 0.0, 0.0], [0.0, 0.0, 0.0], [0.0, 0.0, 0.0], [0.0, 0.0, 0.0], [0.0, 0.0, 0.0], [0.0, 0.0, 0.0], [0.0, 0.0, 0.0], [0.0, 0.0, 0.0], [0.0, 0.0, 0.0], [0.0, 0.0, 0.0], [0.0, 0.0, 0.0], [0.0, 0.0, 0.0]]}